{"formula": "C39H93FN5O14S11", "method": "ωB97M-V/def2-TZVPD", "symbols": ["C", "C", "C", "C", "C", "C", "C", "C", "C", "N", "C", "C", "N", "O", "C", "N", "C", "C", "C", "C", "N", "S", "O", "O", "F", "N", "C", "C", "C", "O", "H", "H", "H", "H", "H", "H", "H", "H", "H", "H", "H", "H", "H", "H", "H", "H", "H", "H", "H", "H", "H", "H", "H", "H", "H", "H", "H", "H", "H", "H", "H", "H", "H", "C", "S", "O", "C", "H", "H", "H", "H", "H", "H", "C", "S", "O", "C", "H", "H", "H", "H", "H", "H", "C", "S", "O", "C", "H", "H", "H", "H", "H", "H", "C", "S", "O", "C", "H", "H", "H", "H", "H", "H", "C", "S", "O", "C", "H", "H", "H", "H", "H", "H", "C", "S", "O", "C", "H", "H", "H", "H", "H", "H", "C", "S", "O", "C", "H", "H", "H", "H", "H", "H", "C", "S", "O", "C", "H", "H", "H", "H", "H", "H", "C", "S", "O", "C", "H", "H", "H", "H", "H", "H", "C", "S", "O", "C", "H", "H", "H", "H", "H", "H"], "coordinates": [[1.080134, -3.256713, 2.467749], [0.981619, -2.059214, 1.303720], [-0.640896, -1.741438, 1.045722], [-1.107879, -0.815742, 2.307163], [-0.759637, -1.097718, -0.440138], [-1.854114, -2.029924, -1.242920], [-1.628977, -3.587178, -1.560540], [-0.712352, -4.696357, -0.758612], [-0.676303, -6.193078, -1.402995], [-1.364577, -6.768177, -2.593889], [-2.209986, -5.819919, -3.374731], [-2.350691, -4.269562, -2.907880], [-3.096561, -1.534928, -0.469509], [-4.020024, -1.985829, -1.379644], [-2.988264, 0.006603, -0.375667], [-4.066339, 0.813338, -0.105679], [-3.892773, 2.313940, -0.120956], [-3.561776, 2.710120, -1.712972], [-4.909851, 2.500983, -2.667808], [-4.631603, 2.949703, -4.254178], [-5.807094, 2.504112, -5.119919], [-5.709368, 0.262137, 0.261100], [-6.516853, 1.228085, 1.159531], [-5.720002, -1.115531, 1.033662], [-6.596210, -0.068004, -1.210399], [-1.539659, 0.218919, -0.656625], [-0.755041, 1.387827, -0.195794], [0.870321, 1.224691, -0.102754], [1.494777, 2.769302, -0.254226], [1.762473, 2.932522, -1.719997], [0.096195, -3.931218, 2.427121], [1.142493, -2.831880, 3.556379], [1.974341, -3.996671, 2.240018], [1.480033, -2.495894, 0.338629], [1.551251, -1.139081, 1.771784], [-1.300615, -2.734207, 1.114251], [-0.905882, -1.444241, 3.295120], [-2.280885, -0.603329, 2.313002], [-0.459047, 0.158921, 2.356564], [0.199221, -1.258234, -1.133626], [-1.949434, -1.510344, -2.315029], [-0.144370, -4.359754, 0.217726], [0.026352, -6.961327, -0.814325], [-2.763540, -6.175292, -4.353732], [-3.036703, -3.568628, -3.580107], [-4.289107, -2.882046, -0.988943], [-3.056087, 2.716589, 0.620259], [-4.858457, 2.933715, 0.134846], [-3.317883, 3.868989, -1.742848], [-2.645755, 2.128506, -2.148858], [-5.855413, 3.056896, -2.211366], [-5.065749, 1.321744, -2.719360], [-3.686522, 2.299449, -4.583232], [-4.418786, 4.099205, -4.289601], [-5.400128, 2.325526, -6.080630], [-6.199860, 1.580700, -4.788327], [-1.120274, 1.653438, 0.909956], [-0.945658, 2.392826, -0.812224], [1.354049, 0.626315, -1.014809], [1.238427, 0.850865, 0.944258], [2.532936, 2.894920, 0.276595], [0.707250, 3.599532, 0.010702], [2.701940, 2.659677, -1.936892], [-3.437572, 5.587018, -9.318763], [-3.764872, 5.071047, -7.616240], [-3.862631, 3.573549, -7.609822], [-5.448570, 5.726135, -7.537961], [-2.438308, 5.244853, -9.598727], [-4.173794, 5.143040, -9.992676], [-3.477103, 6.676725, -9.384673], [-6.063000, 5.273658, -8.320284], [-5.424653, 6.811606, -7.660454], [-5.871595, 5.482938, -6.559437], [0.571130, -5.744460, 7.196834], [1.043844, -6.052165, 5.478173], [1.383945, -4.727654, 4.860030], [-0.608383, -6.511651, 4.904479], [1.453871, -5.404198, 7.743620], [-0.200882, -4.972842, 7.240435], [0.203194, -6.669697, 7.646197], [-1.309142, -5.693245, 5.087336], [-0.939294, -7.412633, 5.426548], [-0.560382, -6.714037, 3.831009], [2.062909, 8.116247, -0.468068], [2.053387, 6.336602, -0.791657], [2.233693, 5.638078, 0.524266], [3.642219, 6.290279, -1.653963], [1.166451, 8.369607, 0.103033], [2.948897, 8.386834, 0.110815], [2.052599, 8.660262, -1.415332], [4.432681, 6.671910, -1.002952], [3.582156, 6.892324, -2.563777], [3.862911, 5.253348, -1.921679], [-8.237078, -2.599102, -4.946916], [-6.708254, -3.184253, -4.177349], [-6.423283, -4.552479, -4.724019], [-7.397048, -3.394166, -2.518552], [-8.049459, -2.436637, -6.011054], [-9.025474, -3.345925, -4.828657], [-8.540745, -1.656224, -4.486335], [-8.236810, -4.092909, -2.547631], [-7.727612, -2.426072, -2.134693], [-6.616336, -3.793515, -1.865398], [6.136461, 4.123959, 1.334876], [6.841023, 2.797686, 0.326645], [5.836047, 2.455080, -0.733894], [6.745288, 1.517500, 1.600247], [6.065565, 5.025465, 0.721487], [5.139136, 3.842269, 1.680261], [6.788468, 4.319615, 2.189261], [5.710664, 1.393972, 1.929765], [7.377916, 1.795645, 2.446558], [7.104693, 0.576244, 1.175431], [-0.511133, -10.777317, 4.881326], [0.370465, -10.456656, 6.427902], [0.796795, -9.017856, 6.413918], [1.823113, -11.458009, 6.031403], [-1.446765, -10.212993, 4.892149], [0.095054, -10.456092, 4.031239], [-0.734257, -11.843746, 4.801883], [2.287797, -11.095450, 5.111126], [1.526201, -12.503086, 5.915291], [2.537991, -11.375607, 6.854666], [-5.317209, -6.040606, 5.163215], [-4.516398, -5.104880, 3.838432], [-3.039884, -5.117395, 4.106481], [-5.146297, -3.485670, 4.339922], [-5.029362, -7.090494, 5.069057], [-4.994540, -5.663080, 6.136178], [-6.402017, -5.954277, 5.067793], [-4.834002, -3.263104, 5.363262], [-6.236718, -3.480097, 4.270810], [-4.738312, -2.728918, 3.664290], [4.268721, -0.775207, -2.309122], [2.584596, -1.434760, -2.334575], [2.562795, -2.649662, -1.453872], [2.629000, -2.007081, -4.049388], [4.476006, -0.392290, -1.306927], [4.983902, -1.565183, -2.549439], [4.353100, 0.040202, -3.031171], [3.444045, -2.722490, -4.184229], [2.765513, -1.152675, -4.716605], [1.677584, -2.494936, -4.278314], [6.154092, 5.740618, 5.023165], [7.208657, 6.945402, 4.181545], [8.080256, 6.189193, 3.222085], [8.218067, 7.357198, 5.624327], [5.458662, 5.318980, 4.293380], [6.764533, 4.939339, 5.445789], [5.588592, 6.238910, 5.813913], [8.703375, 6.457496, 6.010720], [7.587244, 7.804221, 6.396375], [8.981783, 8.078335, 5.320514], [7.949446, 7.465527, -2.914010], [7.563231, 7.425043, -1.147337], [7.362442, 8.842459, -0.697098], [9.209021, 6.909755, -0.603315], [7.062239, 7.803073, -3.455222], [8.772802, 8.158510, -3.101515], [8.218350, 6.462346, -3.252664], [9.956271, 7.636647, -0.931235], [9.438351, 5.924092, -1.015265], [9.213107, 6.854003, 0.488691]], "forces_ev_per_angstrom": [[-0.53, -0.29, -0.51], [-0.64, -1.73, 1.14], [1.32, 0.58, 1.22], [-0.28, -0.57, 0.27], [-1.51, -3.57, -2.15], [2.01, 2.09, -0.75], [0.25, -5.42, -1.13], [-2.66, 0.16, -3.64], [-0.82, 1.55, -0.38], [-0.52, 5.61, 1.47], [1.96, 2.38, 3.60], [1.10, -1.01, 1.30], [1.94, 2.11, -1.11], [-3.45, -1.42, 0.65], [3.59, -4.67, -1.46], [0.10, 0.46, 0.25], [0.66, 2.79, -1.81], [-0.84, 1.28, -0.11], [0.78, -0.73, -0.35], [0.52, -1.64, 1.28], [1.23, -0.42, -0.07], [-4.79, -4.61, 6.24], [3.72, -2.03, -4.90], [1.19, 5.16, -4.29], [2.47, 1.28, 2.84], [-2.58, -0.19, 2.29], [0.56, 3.00, 1.82], [0.71, 1.34, -0.16], [0.35, -0.89, -1.26], [0.88, -0.16, 1.06], [2.03, 1.43, 0.17], [0.03, -0.96, -2.25], [-1.75, 1.77, 0.69], [-0.90, 1.29, 1.78], [-1.23, -1.65, -1.39], [1.64, 2.17, -0.35], [-0.35, 1.34, -2.17], [2.48, -0.20, -0.13], [-1.43, -1.80, -0.02], [-1.90, 1.33, 1.96], [0.11, -1.26, 2.19], [-1.09, -1.14, -2.26], [-1.85, 1.82, -1.58], [1.32, 0.68, 2.38], [1.62, -1.62, 1.59], [0.17, 1.73, -0.75], [-1.76, -1.44, -1.56], [1.64, -1.95, -0.26], [-0.28, -2.40, 0.22], [-1.81, 1.01, 0.89], [2.02, -1.26, -0.95], [-0.10, 2.49, 0.17], [-1.61, 1.85, 0.77], [-0.48, -2.23, -0.22], [-0.72, 0.39, 1.38], [0.87, 1.42, -0.35], [0.89, -0.53, -2.31], [0.19, -2.53, 0.91], [-1.26, 1.21, 2.25], [-1.00, 0.25, -2.14], [-2.38, -0.19, -0.58], [1.83, -1.64, -0.25], [-1.59, 0.42, 0.78], [0.02, -0.08, -0.10], [-0.14, -0.25, -0.11], [-0.09, 0.50, -0.01], [-0.12, -0.04, 0.01], [-0.14, 0.01, 0.15], [0.02, -0.02, 0.13], [0.00, -0.08, 0.09], [0.13, -0.02, 0.06], [0.08, -0.09, 0.01], [0.16, -0.05, -0.13], [-0.08, 0.06, 0.11], [0.10, -0.16, 0.02], [-0.29, -0.26, 0.36], [-0.03, 0.16, 0.13], [-0.05, -0.06, -0.18], [0.05, -0.01, -0.13], [0.11, 0.00, -0.16], [0.27, -0.13, -0.06], [0.22, 0.08, 0.00], [0.09, 0.10, 0.15], [0.04, 0.05, 0.13], [0.15, 0.00, 0.14], [0.06, 0.33, -0.37], [0.11, -0.09, 0.04], [0.09, -0.15, -0.09], [-0.03, -0.10, -0.05], [-0.01, -0.11, 0.04], [-0.12, 0.01, 0.02], [-0.08, -0.03, 0.09], [-0.15, 0.12, 0.10], [-0.08, -0.02, -0.05], [-0.01, -0.55, -0.23], [-0.18, 0.74, 0.36], [-0.09, -0.04, 0.08], [0.09, -0.06, 0.18], [0.13, -0.01, 0.03], [0.08, -0.06, 0.00], [0.11, 0.03, -0.08], [0.06, -0.04, -0.07], [-0.07, 0.03, -0.19], [-0.07, -0.07, 0.00], [-0.23, 0.13, 0.09], [0.01, -0.02, 0.31], [-0.06, -0.13, -0.01], [0.09, -0.15, 0.02], [0.01, -0.08, -0.13], [0.10, 0.04, -0.15], [0.05, 0.08, -0.08], [-0.02, 0.04, -0.13], [-0.02, 0.21, -0.02], [0.01, 0.07, -0.11], [0.16, 0.24, -0.05], [-0.20, -0.64, -0.08], [0.14, 0.04, -0.05], [0.15, -0.05, 0.11], [0.02, 0.01, 0.12], [0.03, 0.08, 0.08], [-0.10, 0.05, 0.08], [-0.05, 0.11, 0.05], [-0.21, 0.06, -0.08], [0.05, -0.04, 0.10], [0.25, 0.05, 0.15], [-0.89, 0.18, -0.13], [0.04, 0.11, 0.08], [0.01, 0.18, -0.09], [0.04, 0.03, -0.12], [0.10, 0.02, -0.06], [0.03, -0.10, -0.08], [0.09, -0.05, -0.04], [-0.02, -0.21, 0.02], [0.00, 0.03, 0.12], [0.50, -0.48, -0.14], [0.02, 0.45, -0.50], [-0.09, -0.09, -0.07], [-0.11, -0.02, -0.12], [-0.17, -0.02, 0.01], [-0.06, -0.04, 0.07], [-0.06, 0.08, 0.14], [-0.02, -0.02, 0.12], [0.11, 0.09, 0.14], [0.03, -0.14, 0.01], [0.19, -0.07, -0.10], [-0.31, 0.09, 0.41], [0.14, -0.05, 0.04], [0.11, 0.15, 0.02], [0.04, 0.09, -0.05], [0.06, 0.02, -0.10], [-0.07, 0.03, -0.11], [-0.01, -0.03, -0.13], [-0.19, -0.12, -0.07], [0.01, 0.05, -0.10], [0.19, 0.53, 0.17], [0.10, -0.73, -0.31], [0.09, 0.02, 0.10], [0.07, -0.03, 0.17], [-0.07, -0.02, 0.12], [-0.04, 0.04, 0.09], [-0.16, 0.01, -0.03], [-0.09, 0.06, 0.01], [-0.17, 0.02, -0.13]], "total_energy_ev": -199939.24026, "total_charge": 1}